[1]
Here is a cluster of 2 separate species, C5H15N2S in total at a distorted geometry from OMol25. Energies are from the ωB97M-V functional and the def2-TZVPD basis.

Geometry as XYZ:
```
23
Properties=species:S:1:pos:R:3:forces:R:3
C 1.069 -0.912 -1.667 0.063 -0.216 -0.347
N 2.135 -0.516 -0.776 0.136 0.062 0.272
C 3.443 -0.840 -1.296 -0.196 0.058 0.281
C 2.028 0.902 -0.475 -0.119 0.184 -0.413
H 1.027 -2.001 -1.766 0.019 -0.001 0.117
H 1.212 -0.511 -2.690 0.042 0.109 0.011
H 0.118 -0.533 -1.301 -0.117 0.008 0.133
H 4.190 -0.481 -0.586 0.112 -0.011 -0.070
H 3.553 -1.921 -1.376 0.019 -0.089 -0.173
H 3.641 -0.371 -2.278 0.007 -0.044 -0.037
H 2.831 1.226 0.187 0.017 -0.117 0.157
H 1.042 1.129 -0.050 0.201 -0.055 0.017
H 2.115 1.494 -1.408 0.027 0.081 0.035
C -3.187 0.435 2.139 0.671 0.461 -0.106
C -1.773 0.267 1.570 -0.060 -0.144 -0.437
S -1.455 1.328 0.116 -0.217 0.141 0.142
N -4.273 0.270 1.198 -0.881 -0.465 0.513
H -3.225 1.452 2.545 -0.155 -0.062 0.000
H -3.321 -0.257 2.980 -0.163 -0.041 -0.032
H -1.601 -0.773 1.266 -0.162 -0.119 0.097
H -1.062 0.464 2.373 0.136 0.132 0.128
H -4.336 -0.702 0.916 0.098 0.145 -0.229
H -4.172 0.850 0.377 0.522 -0.016 -0.056
```
Positions in Å, forces in eV/Å.

Output
ΔE to the lowest compared entry with this formula, charge and spin, kJ/mol: 65.1
Frontier orbital gap, eV: 6.2
Charge: -1
LUMO energy, eV: 3.646

***

[2]
Here is an isolated molecule of C5H15N2S at a distorted geometry from OMol25. Energies are from the ωB97M-V functional and the def2-TZVPD basis.

Geometry as XYZ:
```
23
Properties=species:S:1:pos:R:3:forces:R:3
C -0.061 -1.000 0.722 0.422 0.796 0.617
N 1.088 -0.096 0.242 -2.681 -0.788 0.270
C 0.658 1.347 0.401 1.745 -0.512 -1.274
C 1.851 2.265 0.195 0.937 -0.693 -0.809
S 1.250 3.929 0.151 -0.498 1.402 0.714
C -1.344 -0.955 -0.160 2.712 -2.092 -0.271
N -0.789 -1.099 -1.512 0.049 0.749 0.099
C -2.130 -2.180 0.323 -2.355 1.557 -0.992
H -0.241 -0.810 1.787 -0.080 0.375 -0.310
H 0.386 -1.991 0.745 -0.086 -0.354 -0.504
H 1.945 -0.435 0.715 0.785 0.198 0.539
H 0.226 1.545 1.374 -0.486 -0.360 -0.085
H 0.033 1.479 -0.482 -0.605 0.268 0.612
H 2.333 2.053 -0.759 -0.192 -0.112 -0.145
H 2.672 2.124 0.900 -0.378 0.079 0.394
H 1.637 4.358 -1.046 0.196 -0.276 -0.263
H -1.932 -0.048 -0.021 0.095 -0.015 -0.235
H -1.337 -0.915 -2.336 -0.342 -0.171 0.186
H 1.188 -0.399 -0.771 0.232 0.683 0.346
H -0.168 -1.896 -1.607 -0.306 -0.008 -0.098
H -1.717 -3.177 0.354 0.950 0.187 0.582
H -2.627 -1.773 1.213 0.022 -1.106 0.304
H -2.923 -2.325 -0.430 -0.138 0.194 0.325
```
Positions in Å, forces in eV/Å.

Output
<S²>: 0.7505
ΔE to the lowest compared entry with this formula, charge and spin, kJ/mol: 252.4
Frontier orbital gap (spin up / spin down), eV: 3.8 / 10.1
Multiplicity: 2
LUMO energy (spin up / spin down), eV: 0.708 / 0.650

***

[3]
Here is a cluster of 2 separate species, C5H15N2S in total from OMol25. Energies are from the ωB97M-V functional and the def2-TZVPD basis.

Geometry as XYZ:
```
23
Properties=species:S:1:pos:R:3:forces:R:3
C -0.820 -1.048 -1.847 0.357 -0.496 -0.091
C 0.341 -1.698 -1.985 0.036 0.373 -0.267
N 1.243 -1.449 -2.993 -0.125 -0.124 0.642
N -1.723 -1.380 -0.730 0.367 0.600 -0.074
H -1.135 -0.260 -2.513 -0.207 0.081 0.183
H 0.625 -2.494 -1.306 0.000 0.003 0.061
H 2.214 -1.554 -2.725 -0.173 -0.077 -0.287
H 1.052 -0.620 -3.532 0.179 0.057 -0.166
H -2.692 -1.204 -0.995 -0.040 -0.153 0.143
H -1.458 -0.782 0.110 -0.259 -0.457 -0.112
H -1.622 -2.356 -0.439 -0.140 0.113 -0.086
C 1.092 3.208 0.704 -0.463 -0.197 -0.221
C 0.373 1.853 0.602 0.111 0.536 -0.178
C 0.677 0.996 1.811 -0.130 -0.625 0.243
S -0.596 -0.323 2.073 0.145 0.259 -0.106
H 0.995 3.755 -0.233 0.135 -0.018 -0.014
H 2.147 3.078 0.937 0.052 0.065 0.000
H 0.619 3.823 1.468 0.138 -0.003 0.165
H -0.702 2.020 0.501 -0.043 0.067 0.150
H 0.673 1.348 -0.320 0.077 -0.173 0.106
H 0.700 1.550 2.747 -0.081 0.228 -0.114
H 1.641 0.499 1.718 0.000 0.014 -0.029
H 0.221 -1.376 2.154 0.065 -0.076 0.050
```
Positions in Å, forces in eV/Å.

Output
ΔE to the lowest compared entry with this formula, charge and spin, kJ/mol: 85.7
Frontier orbital gap, eV: 9.8
Charge: +1
LUMO energy, eV: -3.043

***

[4]
Here is a cluster of 2 separate species, C5H15N2S in total at a distorted geometry from OMol25. Energies are from the ωB97M-V functional and the def2-TZVPD basis.

Geometry as XYZ:
```
23
Properties=species:S:1:pos:R:3:forces:R:3
C 0.253 2.516 -0.161 -0.720 -3.284 -3.812
C 0.247 -1.312 1.896 1.019 1.084 1.241
C -2.018 -1.218 -1.199 -3.190 -1.711 0.521
C 2.466 -0.013 -0.374 0.719 -1.014 -3.346
C -0.173 0.105 -0.100 0.120 1.653 0.112
N -0.433 -0.232 1.228 0.198 0.731 0.427
N -1.494 0.112 -0.834 -1.039 1.981 1.219
S 0.958 -0.764 -1.073 1.201 0.094 -0.638
H 0.853 2.997 0.570 0.646 -0.129 0.601
H -0.733 2.945 -0.314 -0.110 -0.060 0.364
H 0.677 2.222 -1.210 -0.258 1.103 2.215
H -0.322 -2.152 2.016 -1.947 -2.125 0.107
H 1.121 -1.644 1.428 1.409 -0.214 -1.052
H 0.568 -1.054 2.907 -0.230 0.459 -0.104
H -2.401 -1.846 -0.314 0.948 1.484 -0.894
H -2.879 -1.313 -1.934 0.855 1.285 0.893
H -1.288 -1.775 -1.673 1.787 -0.952 -0.753
H 2.125 0.799 0.124 -0.604 2.066 2.441
H 3.137 0.413 -1.132 -0.688 -0.056 -0.619
H 3.123 -0.721 0.018 0.425 -1.129 1.722
H -0.340 0.611 1.755 -0.270 0.208 0.516
H -2.060 0.512 -0.013 0.303 -0.432 -1.904
H -1.387 0.813 -1.614 -0.574 -1.042 0.742
```
Positions in Å, forces in eV/Å.

Output
ΔE to the lowest compared entry with this formula, charge and spin, kJ/mol: 498.2
Frontier orbital gap (spin up / spin down), eV: 8.2 / 8.1
Charge: +1
LUMO energy (spin up / spin down), eV: -4.306 / -4.155

***

[5]
Here is a structure of composition C5H15N3O at a distorted geometry from OMol25. Energies are from the ωB97M-V functional and the def2-TZVPD basis.

Geometry as XYZ:
```
24
Properties=species:S:1:pos:R:3:forces:R:3
C -1.662 0.600 -0.560 0.101 1.194 0.330
C -2.627 -0.425 -0.057 0.148 -0.124 -0.081
C -1.164 1.652 0.220 -1.238 -0.617 -0.731
O -1.478 0.566 -1.901 0.444 0.093 0.361
H -0.575 0.915 -2.091 -0.437 -0.332 -0.024
H -0.060 -0.520 -0.265 0.807 -0.302 0.121
H -3.651 -0.076 -0.223 0.078 0.024 -0.007
H -2.482 -0.598 1.007 -0.020 0.064 0.001
H -2.501 -1.364 -0.595 -0.007 0.001 0.009
H 0.179 1.304 0.616 2.111 -1.332 0.319
H -1.037 2.600 -0.296 0.412 -0.100 -0.064
H -1.606 1.754 1.204 0.083 -0.144 0.119
C 1.696 -1.748 -0.075 0.056 0.400 0.034
C 1.082 -0.358 -0.212 -1.414 -0.325 -0.159
N 0.979 -0.012 2.125 -0.366 -0.226 -0.083
N 1.412 0.280 -1.488 0.086 0.147 -0.247
N 1.300 0.573 0.837 -1.013 1.558 -0.051
H 1.670 -0.729 2.348 0.001 0.234 -0.092
H 1.119 0.735 2.798 0.084 -0.112 -0.077
H 2.242 -0.128 -1.904 -0.107 -0.034 0.014
H 1.629 1.262 -1.349 0.117 -0.066 0.317
H 2.774 -1.667 0.080 0.074 -0.057 -0.015
H 1.254 -2.287 0.761 -0.009 0.026 0.022
H 1.506 -2.327 -0.979 0.009 0.031 -0.017
```
Positions in Å, forces in eV/Å.

Output
ΔE to the lowest compared entry with this formula, charge and spin, kJ/mol: 373.1
Frontier orbital gap, eV: 8.2
LUMO energy, eV: 0.970

***

[6]
Here is a cluster of 2 separate species, C5H15N3O in total at a distorted geometry from OMol25. Energies are from the ωB97M-V functional and the def2-TZVPD basis.

Geometry as XYZ:
```
24
Properties=species:S:1:pos:R:3:forces:R:3
C -1.473 -0.334 -0.307 0.328 -0.518 0.330
C -1.157 -1.598 -1.043 0.291 0.012 0.125
C -1.540 0.929 -1.039 1.261 1.133 0.378
N -2.266 -0.484 0.783 0.358 0.134 0.067
H 1.917 -1.206 0.417 0.050 0.034 -0.088
H -2.102 -1.286 1.374 -0.022 0.007 -0.085
H -2.535 0.346 1.289 0.027 -0.004 -0.076
H -1.993 -1.842 -1.707 -0.042 0.076 0.088
H -1.009 -2.432 -0.353 0.038 0.010 -0.040
H -0.258 -1.464 -1.641 -0.051 -0.052 0.069
H -0.484 1.307 -0.613 -1.615 0.103 -0.935
H -2.364 1.576 -0.743 -0.064 -0.061 -0.077
H -1.460 0.820 -2.118 -0.160 -0.095 0.010
C 0.469 0.725 1.779 -0.055 -0.280 -0.049
C 1.752 -0.203 -0.020 0.213 -0.473 0.093
N 2.900 0.607 0.360 -0.224 -0.041 0.078
O 1.733 -0.462 -1.438 -0.108 0.116 0.154
N 0.519 0.380 0.379 0.017 0.013 -0.062
H 1.490 0.376 -1.855 0.009 -0.023 0.044
H 3.751 0.217 -0.030 -0.120 0.010 -0.019
H 2.780 1.552 0.005 0.005 -0.033 -0.005
H 0.478 -0.168 2.432 -0.036 0.050 0.073
H -0.449 1.285 1.984 -0.058 -0.032 0.023
H 1.300 1.360 2.104 -0.042 -0.085 -0.094
```
Positions in Å, forces in eV/Å.

Output
ΔE to the lowest compared entry with this formula, charge and spin, kJ/mol: 294.7
Frontier orbital gap, eV: 8.2
LUMO energy, eV: 0.835

***

[7]
Here is a cluster of 2 separate species, C5H15N3S in total at a distorted geometry from OMol25. Energies are from the ωB97M-V functional and the def2-TZVPD basis.

Geometry as XYZ:
```
24
Properties=species:S:1:pos:R:3:forces:R:3
C -0.669 -2.581 1.501 -1.607 0.064 -2.276
C 0.881 1.804 1.994 0.242 3.534 -0.338
C -1.211 1.923 -2.010 1.234 0.673 -0.968
C 0.721 -1.758 -1.431 0.431 -0.356 -1.589
C -1.153 -1.371 1.658 0.276 0.910 2.474
N 1.218 1.465 0.586 0.125 0.189 2.478
N 0.115 1.373 -1.648 -1.633 -1.527 -1.054
N 1.398 -0.629 -0.815 -1.577 1.173 1.517
S 0.234 0.614 -0.210 1.498 -0.715 -1.349
H -0.840 -3.195 0.621 -0.086 0.429 -0.250
H 1.000 1.709 -1.969 0.213 0.520 -0.393
H -0.305 -3.158 2.248 1.679 -1.166 2.508
H 1.512 1.426 2.821 0.117 -0.152 -0.855
H -0.151 1.730 2.358 -0.188 -0.626 -0.545
H 0.995 2.989 1.985 0.073 -2.267 0.502
H -1.936 1.312 -1.442 0.107 0.995 -0.051
H -1.529 1.868 -3.117 0.941 -0.240 1.553
H -1.040 2.992 -1.761 -1.588 -0.379 0.044
H 1.319 -2.721 -1.393 -0.632 1.296 -0.079
H -0.338 -1.976 -1.205 0.458 0.182 0.701
H 0.668 -1.346 -2.448 -0.054 -1.074 -0.348
H -0.968 -0.840 2.672 -0.514 -0.776 -1.900
H -1.750 -0.871 0.922 0.025 0.193 -0.160
H 1.829 -0.760 0.082 0.459 -0.880 0.377
```
Positions in Å, forces in eV/Å.

Output
ΔE to the lowest compared entry with this formula, charge and spin, kJ/mol: 51.8
Frontier orbital gap, eV: 9.1
LUMO energy, eV: 0.859

***

[8]
Here is a cluster of 2 separate species, C5H15N4O in total at a distorted geometry from OMol25. Energies are from the ωB97M-V functional and the def2-TZVPD basis.

Geometry as XYZ:
```
25
Properties=species:S:1:pos:R:3:forces:R:3
C -1.474 0.181 2.744 -3.974 0.569 2.150
C -0.273 -0.347 2.230 3.249 -0.999 5.012
O 0.160 -0.058 1.133 0.731 -0.522 -2.267
N 0.631 -0.968 3.135 -4.522 3.570 0.668
H -1.354 1.208 3.175 0.018 -0.540 -0.885
H -1.809 -0.404 3.639 0.434 0.226 -0.720
H 1.136 -1.602 2.669 3.118 -2.987 -1.333
H 0.470 -1.003 4.182 -0.030 -0.205 -2.029
H -2.338 0.095 2.048 0.752 0.542 0.194
C -0.674 0.234 -2.050 -2.041 0.746 -3.313
C -1.809 1.202 -2.636 2.100 -1.498 -3.461
C 1.510 -0.136 -1.021 0.458 1.246 0.035
N 0.491 0.727 -1.322 1.290 -0.539 1.817
N 1.739 -1.260 -1.683 -0.733 -1.964 0.410
N 2.459 0.146 0.043 -11.914 2.110 1.202
H -1.239 -0.512 -1.499 0.504 -0.375 0.338
H -0.441 -0.129 -3.081 0.982 -0.571 1.227
H -1.444 1.951 -3.379 0.234 -0.295 1.013
H -2.347 1.628 -1.910 -2.164 1.821 2.668
H 0.459 1.564 -0.699 -0.180 -0.719 -1.087
H 1.140 -1.900 -2.291 0.556 2.222 0.591
H 2.210 -1.876 -1.039 0.795 -0.376 -0.315
H 1.948 0.551 0.950 2.004 -0.754 -2.836
H 3.356 0.093 0.006 7.254 -0.955 -0.622
H -2.505 0.617 -3.343 1.076 0.247 1.548
```
Positions in Å, forces in eV/Å.

Output
<S²>: 0.7645
ΔE to the lowest compared entry with this formula, charge and spin, kJ/mol: 307.7
Frontier orbital gap (spin up / spin down), eV: 11.4 / 5.2
Charge: +2
Multiplicity: 2
LUMO energy (spin up / spin down), eV: -7.481 / -13.089

***

[9]
Here is a cluster of 5 separate species, C5H15N5O10 in total at a distorted geometry from OMol25. Energies are from the ωB97M-V functional and the def2-TZVPD basis.

Geometry as XYZ:
```
35
Properties=species:S:1:pos:R:3:forces:R:3
C 9.825 11.850 16.092 0.411 0.558 -0.122
N 9.934 11.808 17.567 -0.850 1.061 1.664
O 10.760 11.069 18.071 -0.699 0.469 -0.242
O 9.188 12.604 18.195 1.501 -1.827 -1.205
H 10.700 11.359 15.665 -0.314 -0.137 0.111
H 9.867 12.920 15.890 -0.228 -0.165 -0.346
H 8.874 11.422 15.774 0.174 0.036 0.144
C 7.614 -1.111 24.334 -0.429 0.040 0.425
N 8.392 -2.254 23.780 -0.899 -2.249 -1.212
O 9.519 -2.024 23.424 0.344 0.418 0.254
O 7.855 -3.376 23.620 0.415 2.270 0.780
H 6.598 -1.408 24.593 0.290 -0.292 -0.075
H 7.568 -0.315 23.591 0.304 -0.208 -0.016
H 8.151 -0.773 25.220 -0.023 0.025 -0.160
C 1.348 8.972 24.832 -0.176 -1.332 1.515
N 2.164 10.144 25.320 -2.869 1.266 0.632
O 1.712 10.774 26.282 0.236 -1.201 -0.344
O 3.066 10.542 24.667 1.986 -0.131 -1.305
H 0.622 9.157 24.040 0.598 0.729 -0.086
H 0.780 8.657 25.707 -0.080 0.195 -0.049
H 1.979 8.114 24.603 0.310 0.476 -0.373
C 8.512 8.194 23.839 -0.280 0.395 -0.499
N 7.748 7.347 22.894 2.684 -1.961 0.910
O 8.156 6.177 22.829 -1.102 1.010 -0.177
O 6.931 7.873 22.225 -1.744 0.305 -1.264
H 8.440 7.719 24.818 0.208 0.372 -0.104
H 8.060 9.177 23.713 0.167 -0.046 0.670
H 9.516 8.205 23.414 0.056 -0.072 0.460
C 2.338 12.962 18.219 1.440 0.181 -0.877
N 1.188 12.091 17.950 -3.319 -0.883 0.788
O 0.224 12.165 18.763 2.379 -0.052 -1.515
O 1.140 11.391 16.940 0.721 0.966 1.217
H 2.970 12.639 19.046 -0.819 -0.108 0.448
H 1.993 13.992 18.314 -0.046 -0.293 0.206
H 3.021 12.861 17.376 -0.350 0.185 -0.254
```
Positions in Å, forces in eV/Å.

Output
ΔE to the lowest compared entry with this formula, charge and spin, kJ/mol: 132.3
Frontier orbital gap, eV: 10.9
Structure (SMILES): C[N+](=O)[O-].C[N+](=O)[O-].C[N+](=O)[O-].C[N+](=O)[O-].C[N+](=O)[O-]
LUMO energy, eV: -0.128

***

[10]
Here is a cluster of 2 separate species, C5H15N7 in total at a distorted geometry from OMol25. Energies are from the ωB97M-V functional and the def2-TZVPD basis.

Geometry as XYZ:
```
27
Properties=species:S:1:pos:R:3:forces:R:3
N 1.780 0.656 -1.163 0.039 0.600 -0.811
C 2.898 0.674 -0.256 -0.177 0.237 0.960
C 2.863 -0.320 0.906 -0.128 0.098 -0.884
N 3.422 -0.074 2.212 -0.106 -0.260 -0.213
C 3.788 -0.539 -0.262 0.309 0.166 0.102
N 3.434 -1.499 -1.284 0.674 -0.662 0.387
H 1.874 -0.224 -1.694 -0.279 0.710 0.013
H 1.860 1.478 -1.795 -0.221 -1.069 0.459
H 3.321 1.668 -0.069 -0.049 -0.443 -0.006
H 1.972 -0.948 0.921 0.162 0.114 -0.005
H 4.182 0.588 2.159 0.122 0.108 0.018
H 2.702 0.335 2.787 -0.024 0.182 0.226
H 4.843 -0.395 -0.016 -0.085 -0.030 -0.164
H 3.988 -1.328 -2.121 -0.107 0.012 0.122
H 3.697 -2.431 -0.959 -0.234 0.189 -0.198
H -6.446 -1.422 1.173 -0.066 0.011 -0.032
N -6.294 -1.519 0.167 0.646 0.287 0.264
C -5.295 -0.837 -0.222 -0.565 0.295 -0.213
N -4.485 0.076 0.474 -0.832 -0.827 0.157
N -3.284 0.303 -0.189 0.616 0.651 0.915
C -2.758 1.607 -0.109 1.736 0.320 -0.900
N -1.567 1.916 -0.489 -1.210 -0.700 0.911
H -1.020 1.066 -0.707 -0.121 0.471 -0.217
H -5.024 -0.844 -1.280 -0.003 -0.071 0.155
H -4.485 -0.020 1.498 0.260 0.074 -0.623
H -2.557 -0.361 0.052 -0.046 -0.252 -0.202
H -3.408 2.395 0.264 -0.312 -0.212 -0.219
```
Positions in Å, forces in eV/Å.

Output
Frontier orbital gap, eV: 9.0
Structure (SMILES): N[C@H]1[C@H](N)[C@H]1N.[H]/N=C\NN/C=N\[H]
LUMO energy, eV: 0.866